Formula: C3H8N2
Source: the Open Molecules 2025 dataset
Level of theory: the ωB97M-V functional and the def2-TZVPD basis

Geometry (Å):
C -0.991120 1.515874 -0.477644
C -0.280572 0.702743 0.343243
C 1.094214 0.116815 0.023735
N 1.014094 -1.331360 0.264255
N -0.389893 -1.675769 -0.160903
H -1.805034 2.118516 -0.091316
H -0.692351 1.676410 -1.508588
H -0.565945 0.665819 1.392005
H 1.853572 0.561830 0.673788
H 1.357808 0.294767 -1.024466
H 1.128128 -1.520298 1.262900
H -0.531811 -1.552953 -1.165478
H -1.191089 -1.572394 0.468469

Cartesian forces, eV/Å:
C 1.115 -0.710 1.135
C 0.362 2.659 -0.971
C -1.077 -0.012 0.426
N -2.236 0.070 -0.862
N 1.543 -1.811 0.395
H -0.191 -0.299 -0.136
H -0.002 -0.034 0.047
H -0.105 -0.244 -0.021
H 0.040 0.044 -0.154
H -0.021 0.020 0.140
H -0.478 -0.147 -0.448
H 0.130 0.024 0.984
H 0.918 0.440 -0.535

## Properties
- Highest occupied orbital energy: -8.38 eV
- Net charge: 0
- Structure (SMILES): C=CCNN
- Frontier orbital gap: 0.3498 Eh



Formula: C7H17NOP
Source: the Open Molecules 2025 dataset
Level of theory: the ωB97M-V functional and the def2-TZVPD basis

Geometry (Å):
C 2.564916 0.601337 0.663185
C 1.093122 0.888662 1.142737
C 1.964564 -0.330467 -1.607946
C -2.555292 0.404479 0.912450
C -2.028786 0.136887 -1.516090
C -0.957823 -1.296175 0.108793
C -1.506898 0.035778 -0.193744
N 2.575060 -0.519487 -0.269959
O -0.107154 2.536785 -0.575439
P -0.071840 1.167495 -0.169864
H 2.855771 1.538194 0.058060
H 3.259523 0.353463 1.532327
H 0.744171 0.163618 1.919852
H 1.178601 1.866457 1.656173
H 2.422832 0.527334 -2.154511
H 1.887207 -1.122720 -2.300415
H -2.208564 -0.044696 1.883143
H -2.737802 1.495849 0.983824
H -3.530529 0.087527 0.572323
H -3.032153 -0.200510 -1.744310
H -1.311577 -0.348833 -2.156599
H -2.152547 1.137647 -1.850356
H -1.592688 -2.077492 -0.349429
H 0.011041 -1.430904 -0.278491
H -0.939635 -1.507349 1.121140
H 3.562416 -0.748278 -0.334544
H 2.136218 -1.339354 -0.116737

Cartesian forces, eV/Å:
C -1.370 1.571 0.713
C 1.308 -0.257 1.823
C -1.316 4.980 0.273
C 0.948 1.013 0.269
C -0.924 0.285 -3.261
C -1.058 -1.850 -1.191
C -0.276 1.019 3.156
N 2.959 1.511 -3.062
O -0.383 2.209 -0.946
P 1.333 -2.743 -0.430
H 0.101 -1.614 1.019
H -0.937 0.594 -1.234
H 0.277 0.356 -0.761
H -0.282 -0.380 -0.183
H -0.241 -0.561 0.744
H -0.117 -1.546 0.189
H -0.854 0.665 -0.821
H 0.539 -0.397 0.260
H -0.156 -0.852 0.173
H -0.172 -0.993 0.618
H -0.023 -0.163 -0.845
H 0.389 1.275 -0.300
H 0.240 0.330 0.134
H 1.252 -0.318 -0.762
H 0.118 -0.369 2.150
H 0.492 -0.321 -0.309
H -1.848 -3.444 2.585

## Properties
- Highest occupied orbital energy (spin up / spin down): -12.44 / -12.44 eV
- Net charge: +1
- Frontier orbital gap (spin up / spin down): 0.3050 / 0.3049 Eh



Formula: CH3N3S2
Source: the Open Molecules 2025 dataset
Level of theory: the ωB97M-V functional and the def2-TZVPD basis

Geometry (Å):
N 1.584985 -0.886839 0.341038
N 0.165280 -0.503410 0.071427
S -0.998278 -1.620765 -0.193280
N 0.000034 0.756815 0.058156
C -1.172556 1.355623 -0.071332
S -2.657920 0.690342 0.015304
H 1.813920 -1.903607 0.116312
H 2.348137 -0.289598 0.045973
H -1.083604 2.401441 -0.383597

Cartesian forces, eV/Å:
N -1.470 -2.023 0.044
N 1.596 -0.543 -0.339
S 1.398 -1.158 0.202
N 2.777 0.193 0.525
C -1.612 0.245 -0.809
S -0.744 0.842 0.176
H -1.282 1.894 0.219
H -0.889 0.787 -0.401
H 0.225 -0.238 0.384

## Properties
- Highest occupied orbital energy (spin up / spin down): -7.69 / -7.69 eV
- Net charge: 0
- Structure (SMILES): N/[N+]([S-])=N/C=S
- Frontier orbital gap (spin up / spin down): 0.2232 / 0.2232 Eh



Formula: C23H24N4O5
Source: the Open Molecules 2025 dataset
Level of theory: the ωB97M-V functional and the def2-TZVPD basis

Geometry (Å):
O 0.046973 0.013197 -1.817255
C -0.358464 -1.083699 -1.473641
C -1.835191 -1.453034 -1.594491
C -2.643057 -0.164684 -1.747355
C -2.359990 0.718383 -0.590289
N -2.008063 0.350679 0.600594
N -1.827946 1.468726 1.326667
C -2.080540 2.475958 0.545489
C -2.016432 3.878619 0.880308
C -1.666839 4.250089 2.176262
C -1.587067 5.586219 2.546189
C -1.867576 6.523613 1.578542
C -2.218917 6.152443 0.276503
C -2.302084 4.838755 -0.102830
O -2.442055 7.277598 -0.469705
C -2.216225 8.369031 0.395819
O -1.862424 7.885659 1.674863
O -2.434163 2.056815 -0.695765
N 0.467870 -2.017746 -0.958454
C 0.099911 -3.361941 -0.576912
C -0.144159 -3.513435 0.906837
C 0.083275 -4.740581 1.522190
C -0.156286 -4.860392 2.880720
N -0.587954 -3.863396 3.634718
C -0.801565 -2.697885 3.049554
C -0.598942 -2.464334 1.696702
C 1.851370 -1.660622 -0.721423
C 2.803699 -2.244152 -1.776709
C 4.199909 -1.600926 -1.695890
C 5.145082 -2.791774 -1.844062
C 4.317537 -3.901883 -1.202790
O 2.985455 -3.648653 -1.601981
H -2.165713 -1.974117 -0.697472
H -1.984153 -2.092950 -2.466731
H -2.354636 0.366419 -2.655730
H -3.712508 -0.386203 -1.791873
H -1.456881 3.471015 2.890339
H -1.317208 5.883095 3.545305
H -2.568769 4.553075 -1.106064
H -3.132246 8.976175 0.471986
H -1.399320 8.992827 -0.001059
H -0.790285 -3.678093 -1.125819
H 0.920997 -4.021105 -0.876354
H 0.442799 -5.582722 0.949644
H 0.009438 -5.798533 3.394810
H -1.155340 -1.905077 3.694470
H -0.800069 -1.486658 1.285256
H 1.912446 -0.570826 -0.758932
H 2.142176 -2.014404 0.272024
H 2.351751 -2.102025 -2.766581
H 4.341303 -0.846018 -2.464711
H 4.333166 -1.134394 -0.718854
H 6.101337 -2.642794 -1.349155
H 5.315882 -3.016771 -2.897063
H 4.580030 -4.904527 -1.543434
H 4.400661 -3.862035 -0.106408

Cartesian forces, eV/Å:
O -0.013 0.325 -0.223
C -0.227 -0.328 -0.023
C 0.001 0.405 -0.027
C 0.080 0.050 -0.121
C -0.015 -0.376 0.469
N -0.373 -0.927 -1.133
N 0.113 1.492 0.476
C 0.162 -0.874 0.520
C -0.017 0.517 0.001
C -0.075 -0.211 -0.278
C -0.044 0.403 -0.142
C -0.133 -0.357 -0.516
C 0.162 0.032 0.616
C 0.022 0.241 0.072
O -0.036 -0.463 -0.146
C -0.099 1.221 -0.330
O 0.097 -0.329 0.359
O -0.012 0.246 -0.029
N 0.269 -0.128 0.061
C -0.172 -0.199 0.014
C 0.017 -0.069 0.182
C -0.087 0.177 -0.010
C 0.093 -0.231 -0.214
N -0.084 -0.076 0.549
C -0.045 0.227 -0.201
C 0.115 -0.189 -0.059
C 0.303 0.068 -0.417
C -0.181 0.556 0.076
C -0.085 -0.234 -0.026
C -0.205 -0.114 0.067
C 0.379 -0.061 0.087
O -0.170 -0.106 -0.091
H 0.001 -0.143 -0.045
H -0.020 -0.064 0.070
H -0.061 -0.066 0.039
H 0.043 0.009 -0.050
H 0.028 -0.065 0.100
H 0.038 0.024 0.142
H -0.035 -0.023 -0.135
H 0.178 -0.215 0.015
H -0.142 -0.219 0.103
H 0.083 0.017 0.006
H -0.239 0.034 0.031
H 0.062 -0.113 -0.039
H 0.046 -0.113 -0.037
H -0.038 0.136 0.000
H -0.015 0.068 -0.017
H 0.050 -0.145 0.090
H 0.054 0.024 0.009
H 0.047 0.028 0.124
H -0.014 0.085 0.025
H 0.020 0.070 0.036
H 0.076 -0.001 -0.014
H 0.045 -0.024 -0.011
H 0.022 0.044 0.073
H 0.030 -0.036 -0.078

## Properties
- Highest occupied orbital energy: -8.05 eV
- Net charge: 0
- Structure (SMILES): O=C(CCc1nnc(-c2ccc3c(c2)OCO3)o1)N(Cc1ccncc1)C[C@H]1CCCO1
- Frontier orbital gap: 0.3222 Eh



Results for relative energy (zero: lowest compared OMol25 entry of this formula, charge and spin): 354.3, 439.9, 200.2, 399.0 (in kJ/mol, following the order of the records).